(P)
ORCA calculation (ωB97M-V/def2-TZVPD) on a cluster of 3 separate species, C3H14N2O2 in total.

Last column: Löwdin charge in e.
Element x y z (Å)
N: 0.1599 0.1177 1.2356  0.01
C: -0.1976 0.5067 -0.1270  -0.51
C: 0.9789 0.5919 -1.1082  -0.14
C: -1.0371 1.7724 -0.1631  -0.28
N: -2.3306 1.4942 0.4505  -0.01
H: 0.9621 0.6672 1.5115  0.04
H: 0.3266 -0.8656 1.3842  0.02
H: -0.8038 -0.3734 -0.3977  0.10
H: 0.6595 0.6086 -2.1563  0.06
H: 1.7615 -0.1695 -1.1040  0.05
H: 1.5042 1.5649 -1.0524  0.06
H: -0.3744 2.4867 0.3498  0.11
H: -1.1160 2.0785 -1.2016  0.10
H: -2.3406 1.9069 1.3685  0.05
H: -3.2022 1.8251 0.0621  0.06
H: 3.9991 -3.9679 0.4709  -0.08
H: 4.9394 -2.8384 0.8018  -0.09
O: 4.2457 -3.0700 0.1658  -0.48
H: -2.2987 -1.9067 0.2872  0.00
H: -3.0187 -0.7471 -0.3053  0.00
O: -2.8172 -1.6821 -0.4725  -0.09

Its HOMO-LUMO gap (alpha / beta) is 1.93 / 9.24 eV. As for the expectation value of S²: 0.7503. Its spin multiplicity is 2. Its charge is -1. The calculation puts the highest occupied orbital energy (alpha / beta) at 1.22 / -6.21 eV.



(Q)
ORCA calculation (ωB97M-V/def2-TZVPD) on a cluster of 3 separate species, C3H14N2O2 in total.

Last column: Löwdin charge in e.
Element x y z (Å)
C: -0.6859 1.8012 -0.8464  -0.38
C: -1.1091 0.5151 -0.1559  -0.21
C: -0.0096 -0.1009 0.7292  -0.34
N: 0.1423 -1.5687 0.6101  -0.03
N: -1.5105 2.9580 -0.4315  -0.05
H: 0.3644 2.0074 -0.6515  0.03
H: -0.8590 1.7338 -1.9204  0.09
H: -1.9708 0.7307 0.4638  0.09
H: -1.4517 -0.2029 -0.9029  0.09
H: -0.2025 0.1972 1.7658  0.09
H: 0.9489 0.3648 0.4779  0.04
H: -0.4198 -1.8701 -0.1812  0.05
H: 1.0958 -1.7037 0.2701  0.05
H: -1.2233 3.7467 -0.9956  0.03
H: -1.2960 3.2014 0.5341  0.04
H: 2.4685 0.7379 -1.4507  -0.08
H: 2.7216 1.5817 -2.7005  -0.06
O: 2.5026 0.6654 -2.4314  -0.35
H: -0.7678 -4.3035 2.6829  0.02
H: -0.1279 -3.2342 1.7990  -0.01
O: 0.0782 -3.8571 2.5300  -0.12

Its HOMO-LUMO gap (alpha / beta) is 2.67 / 9.67 eV. As for the expectation value of S²: 0.7504. Its spin multiplicity is 2. Its charge is -1. The calculation puts the highest occupied orbital energy (alpha / beta) at 0.79 / -6.25 eV.



(R)
ORCA calculation (ωB97M-V/def2-TZVPD) on a cluster of 3 separate species, C3H14N2O2 in total.

Last column: Löwdin charge in e.
Element x y z (Å)
C: -0.9636 1.3845 -2.0832  -0.13
C: -1.1018 0.7754 -0.6728  -0.34
N: 0.2039 0.6897 -0.0096  -0.12
C: 0.5068 -0.2072 1.1636  -0.48
N: 1.9044 -0.2913 1.6045  -0.01
H: -0.8041 2.4484 -2.1948  0.05
H: -1.9042 1.1208 -2.5103  0.04
H: -0.2219 0.9093 -2.7392  0.06
H: -1.8294 1.3173 -0.1035  0.06
H: -1.5249 -0.3219 -0.7450  0.14
H: 0.6002 1.6175 0.1778  0.08
H: 0.1296 -1.1749 0.7321  0.09
H: -0.1836 0.0249 1.9820  0.02
H: 2.5673 -0.5253 0.8994  0.03
H: 2.2413 0.5441 2.0612  0.02
H: -2.0973 -0.6978 2.7317  -0.07
H: -1.2864 -1.8751 3.0029  -0.04
O: -1.8882 -1.5589 2.3240  -0.31
H: 2.4495 -1.4037 -2.5025  0.01
H: 1.4947 -1.1409 -1.1613  -0.01
O: 1.7076 -1.6350 -1.9571  -0.08

Its HOMO-LUMO gap (alpha / beta) is 2.46 / 8.55 eV. As for the expectation value of S²: 0.7504. Its spin multiplicity is 2. Its charge is -1. The calculation puts the highest occupied orbital energy (alpha / beta) at 1.01 / -5.18 eV.



Stability, lowest: (R)



(P)
ORCA calculation (ωB97M-V/def2-TZVPD) on a structure of composition C7H14N2O3.

Last column: Löwdin charge in e.
Element x y z (Å)
C: -2.5262 -2.1672 -1.1335  -0.21
C: -1.7413 -2.3847 0.2116  -0.32
C: -0.1532 -2.7787 -0.0668  -0.21
C: 0.8005 -1.4713 0.4622  -0.12
C: 1.0519 0.9155 -0.1287  -0.15
C: 0.4463 2.5143 1.3193  -0.75
C: -0.7487 2.7860 2.3124  -0.04
H: -3.7541 -2.2345 -0.6416  0.10
H: -2.3125 -1.1225 -1.6968  0.08
H: -2.7219 -3.2369 -2.0829  0.17
H: -2.2818 -3.3492 0.9810  0.17
H: -1.5847 -1.5286 0.9447  0.08
H: 0.1026 -3.3730 -1.0055  0.09
H: 0.1959 -3.7013 0.5606  0.10
H: 1.7677 -1.9247 0.6365  0.08
H: 0.6478 -1.2976 1.6003  0.13
H: 1.0869 1.6134 -0.8518  0.10
H: 2.0386 0.7060 0.3860  0.17
H: -1.7733 1.7991 2.1742  0.17
H: -1.1908 4.2774 2.0058  0.21
H: 0.2927 2.3901 3.5530  0.22
N: 0.6297 -0.3401 -0.6256  -0.12
N: 0.8109 -1.0125 -1.7998  0.07
O: 0.0432 1.3827 0.7824  -0.04
O: 1.3839 3.1310 0.9696  0.11
O: 0.6513 -0.0179 -2.6826  -0.11

Its HOMO-LUMO gap is 9.39 eV. The calculation puts the highest occupied orbital energy at -9.89 eV.



(Q)
ORCA calculation (ωB97M-V/def2-TZVPD) on an isolated molecule of C7H14N2O3.

Last column: Löwdin charge in e.
Element x y z (Å)
O: 0.7242 0.0640 3.8223  0.10
N: 0.5423 0.9308 2.9828  -0.48
O: 1.2467 1.7705 2.5619  0.11
O: -0.6059 0.7560 2.4163  0.01
C: -0.7838 1.7023 1.2884  -0.12
C: -0.0397 1.2963 -0.0095  -0.12
C: -0.8401 0.1327 -0.7890  -0.39
C: -1.0213 -1.0801 0.0502  -0.16
C: 0.4108 -1.7003 0.2144  -0.25
N: 0.9471 -1.8158 -1.0682  -0.10
C: 1.0780 -0.5919 -1.8748  -0.21
C: -0.4031 -0.1456 -2.1609  -0.17
H: -0.2570 2.6992 1.3930  0.13
H: -1.9462 2.0132 1.1899  0.18
H: 0.9696 0.9664 0.2737  0.10
H: -0.0760 2.1193 -0.6279  0.09
H: -1.8917 0.5630 -1.0545  0.16
H: -1.8225 -1.6689 -0.4803  0.12
H: -1.5740 -0.9397 1.0528  0.13
H: 0.6807 -2.6373 0.8665  0.15
H: 0.8859 -0.9221 0.8535  0.09
H: 1.8135 -2.4251 -1.0778  0.14
H: 1.6435 -0.8517 -2.8455  0.13
H: 1.7172 0.1400 -1.4619  0.08
H: -0.4523 0.7087 -2.8525  0.11
H: -0.9457 -1.0841 -2.6630  0.16

Its HOMO-LUMO gap is 9.19 eV. As for the structure (SMILES): O=[N+]([O-])OCCC1CCNCC1. The calculation puts the highest occupied orbital energy at -8.49 eV.



Stability, lowest: (P)



(P)
ORCA calculation (ωB97M-V/def2-TZVPD) on an isolated molecule of C7H14N2O3.

Last column: Löwdin charge in e.
Element x y z (Å)
C: -3.7619 0.4515 -1.2447  -0.07
C: -2.4820 0.6973 -0.3593  -0.25
O: -2.1692 -0.5855 0.2509  -0.18
C: -1.2310 -0.5969 1.3342  -0.14
N: 0.1226 -0.6047 0.8051  -0.01
C: 0.4119 -1.6570 -0.0777  -0.19
O: 1.8110 -1.7911 -0.2285  -0.07
C: 2.3106 -0.7208 -0.9350  -0.17
N: 1.8351 0.5462 -0.2894  -0.04
C: 2.5092 1.8310 -0.5105  -0.04
C: 0.7285 0.5812 0.5924  -0.45
O: 0.4553 1.6248 1.2321  0.01
H: -3.2837 -0.5540 -1.6544  0.12
H: -4.6729 0.4833 -0.7068  0.04
H: -3.7603 1.2592 -2.0895  0.10
H: -1.6178 1.0023 -1.0353  0.13
H: -2.6437 1.3792 0.4932  0.12
H: -1.3090 0.2496 1.9793  0.12
H: -1.3798 -1.6063 1.7452  0.14
H: 0.0046 -2.6244 0.3647  0.16
H: -0.0279 -1.5801 -1.0967  0.15
H: 3.3701 -0.7262 -0.7543  0.13
H: 2.0873 -0.8656 -1.9869  0.13
H: 1.7908 2.5926 -0.0237  0.12
H: 2.5579 2.0921 -1.5606  0.08
H: 3.4930 1.8039 -0.1179  0.07

Its HOMO-LUMO gap is 10.08 eV. As for the structure (SMILES): CCOCN1COCN(C)C1=O. The calculation puts the highest occupied orbital energy at -9.29 eV.



(Q)
ORCA calculation (ωB97M-V/def2-TZVPD) on an isolated molecule of C7H14N2O3.

Last column: Löwdin charge in e.
Element x y z (Å)
C: 2.4389 -0.6843 -1.4586  -0.15
C: 2.5266 -1.3339 -0.1088  -0.32
C: 2.0608 -0.3573 1.0312  -0.23
C: 0.6543 0.2737 1.1783  -0.26
N: 0.3615 1.2353 0.2325  -0.14
C: -1.2230 1.4159 0.1103  -0.04
O: -1.7876 0.0657 -0.0171  -0.09
C: -3.1877 0.2034 -0.1246  -0.51
C: -3.5813 -1.2615 -0.5606  0.00
O: -3.9309 1.1274 0.0658  0.12
N: 1.1684 2.2778 0.1099  -0.03
O: 1.1184 2.8055 -1.0344  -0.05
H: 3.2528 -1.0623 -2.2651  0.11
H: 1.1872 -0.8131 -1.5770  0.13
H: 2.6009 0.5818 -1.2299  0.12
H: 3.5991 -1.5003 0.1299  0.11
H: 1.7806 -2.1168 -0.0783  0.09
H: 2.7379 0.5471 1.1411  0.12
H: 1.9679 -0.7721 2.0291  0.08
H: 0.9983 0.5955 2.3231  0.15
H: -0.2172 -0.3983 1.6421  0.16
H: -1.5324 1.8895 -0.8607  0.14
H: -1.6775 1.9542 1.0307  0.16
H: -3.6407 -1.2969 -1.7426  0.12
H: -4.7431 -1.4961 0.0173  0.17
H: -2.9320 -1.8798 0.0164  0.04

Its HOMO-LUMO gap is 9.05 eV. As for the structure (SMILES): CCCCN(COC(C)=O)N=O. The calculation puts the highest occupied orbital energy at -9.28 eV.



Stability, lowest: (Q)